Molecular formula: C36H102As2F15N9O13
Method: DFT, the ωB97M-V functional and the def2-TZVPD basis

Its net charge is +4. The value obtained for the lowest unoccupied orbital energy is -9.3 eV. The calculation puts the energy above the lowest of the compared OMol25 structures with the same formula, charge and spin at 0.0 kJ/mol. As for the electronic energy: -8872.0885 a.u.

Geometry as XYZ:
```
177
Properties=species:S:1:pos:R:3:forces:R:3:lowdin_charge:R:1
C -3.7769 3.0106 0.6879 -0.554 -0.944 -1.029 -0.107
C 1.6785 3.4448 2.2414 0.581 -0.980 1.447 -0.512
H -0.8962 -4.9539 2.1126 -0.227 0.278 -0.110 0.154
H 4.2972 4.4447 1.1928 -0.203 -0.222 0.033 0.086
O 0.1001 4.7938 3.4759 -0.414 -0.821 0.361 -0.095
H 0.7785 8.1009 -0.7621 -0.215 0.154 -0.364 0.096
F 1.4464 -1.2369 -6.5092 -0.315 -0.036 0.422 -0.220
H -1.8097 7.7392 -0.2986 0.005 -0.010 0.006 0.095
As -0.0565 -0.0305 -0.6417 0.715 -1.318 -1.036 0.748
N -0.9912 -5.3067 1.1596 0.393 -0.267 0.965 0.206
H 2.2040 7.7195 -1.7711 -0.322 0.236 -0.401 0.105
C 5.1959 -0.9274 4.8836 0.133 -0.514 0.786 -0.200
H -4.2272 2.7725 1.6572 0.182 0.510 0.225 0.089
C -0.1478 3.9269 4.5930 -0.509 0.863 -0.285 -0.255
H -2.5627 -1.2813 -5.8707 -0.104 0.335 -0.062 0.108
H -0.9622 -7.0798 0.2162 -0.526 -0.754 0.170 0.161
H -3.5613 0.3281 -2.5190 0.371 -0.147 0.184 0.151
H -4.4168 5.0351 1.9617 1.064 0.070 0.740 0.139
H -2.3803 6.1333 2.9458 0.000 -0.098 -0.074 0.152
H -5.3548 1.3410 4.5713 0.021 -0.066 -0.094 0.103
H -4.5031 -8.1116 1.3119 0.352 -0.058 0.449 0.104
H 1.7384 -3.1966 -1.5025 -0.005 0.537 0.084 0.143
O -3.5333 0.4599 4.1010 -0.133 0.058 -0.044 -0.194
H 2.3969 2.7105 -3.1326 -0.076 0.053 0.287 0.053
F 2.1124 2.9429 1.0604 -0.361 0.554 -0.014 0.112
C -3.8986 -0.8139 -4.2105 0.060 -0.413 -1.076 -0.304
C 1.4565 4.6217 -2.5376 0.265 -0.393 0.543 -0.309
H 1.6176 6.5970 -0.5956 -0.271 -0.077 -0.088 0.074
H 0.4316 -2.5718 -4.7819 -0.389 -0.065 -0.281 0.058
H 6.5801 -2.9393 7.0396 0.087 -0.141 -0.338 0.100
O 4.7708 3.0903 -0.1925 0.232 -0.348 0.152 -0.169
H 5.6189 -0.9991 2.7418 0.324 -0.728 0.193 0.160
H -1.8418 7.5917 2.4527 -0.165 0.102 -0.292 0.182
C 4.7200 1.2970 -1.6906 1.247 -0.444 -1.334 -0.259
H -2.0379 -6.9601 3.1662 0.218 0.244 -0.110 0.148
H -3.9568 -0.6520 1.7886 0.273 -0.072 -0.240 0.162
H 4.2374 0.7980 2.9203 -0.098 0.037 0.281 0.085
H 5.8123 -1.3867 7.2486 -0.035 -0.019 -0.123 0.098
F 2.0765 -0.8810 -4.1336 0.026 0.331 0.370 -0.300
H -4.4646 0.7648 5.9918 0.076 -0.660 -0.318 0.107
F 1.6154 2.3249 3.0620 -0.513 -0.213 -0.392 0.056
C 0.9597 5.8860 -3.2204 0.583 0.834 0.617 -0.166
F -0.0670 -0.7131 -2.2301 -0.236 -0.106 0.006 -0.223
H 1.2405 -7.0685 1.3589 -0.106 0.058 -0.073 0.079
H -7.9962 -0.8118 -4.2634 0.033 0.076 0.290 0.099
C 0.4404 -3.6416 -4.5669 0.065 0.860 0.441 -0.011
H -2.0178 6.0311 -0.7646 0.375 0.005 0.481 0.068
N -2.7793 -3.8505 -1.5223 -1.124 -0.712 -0.552 -0.551
H -3.9310 7.2996 1.2681 0.309 0.377 -0.013 0.162
C -2.1383 -7.2007 2.0956 -0.668 -0.635 -0.435 -0.192
O -2.7734 -5.0010 -1.0189 0.698 0.680 0.639 -0.026
H 5.7093 0.0329 4.9930 0.144 -0.084 -0.065 0.157
H 0.4664 -5.2012 -1.4358 -0.215 -0.027 0.051 0.103
F 3.6768 -0.6725 -7.2172 0.355 0.233 0.088 -0.192
N -2.0008 -1.0164 2.5542 -0.834 1.654 -1.237 0.234
H -0.1960 -4.9710 0.6238 -0.187 0.113 -0.264 0.130
O -3.0481 4.2053 0.5885 0.316 -0.128 0.941 -0.164
N -3.7718 -0.6491 -2.7172 -0.528 0.952 0.189 0.222
N -2.1012 6.6609 2.1194 0.413 0.138 -0.160 0.239
H -2.1139 -2.0141 -4.3558 -0.244 -0.096 -0.020 0.057
H -0.4237 -5.7294 -2.9160 -0.266 0.246 0.256 0.149
H 1.7721 -2.0898 -2.8382 -0.366 0.060 0.242 0.096
H 1.3404 -3.9890 -5.0698 -0.159 -0.571 0.108 0.098
As 2.8828 -0.7296 -5.7184 0.146 -0.020 -1.105 0.740
H 4.4582 -2.9060 2.4088 0.186 -0.151 0.155 0.174
C 0.4477 -3.7582 -3.0544 0.083 0.534 -0.153 -0.312
C -4.9313 -1.9269 -4.4128 0.419 -0.094 0.335 -0.189
C -6.9518 -0.6455 -4.5042 0.594 -0.767 -0.381 -0.051
C -3.1241 6.6115 1.0123 -0.716 -0.491 0.934 -0.292
H 4.8621 2.9510 1.9266 -0.100 -0.349 -0.304 0.078
H -3.9286 2.1630 5.2332 0.280 -0.005 -0.671 0.092
C -4.4817 -7.0404 1.5395 -0.485 -0.372 -1.170 -0.048
F 3.3886 -2.3705 -5.4779 0.100 0.081 0.370 -0.237
H 3.8099 -0.3832 -2.4435 0.037 -0.772 -0.053 0.054
H 0.5879 3.2273 -1.2462 -0.149 0.324 0.446 0.101
H -1.2278 6.2274 1.7584 0.939 -0.577 0.117 0.109
H -1.5840 -0.8343 1.6325 -0.156 -0.669 -0.126 0.095
H -6.6232 0.3619 -4.2469 -0.213 0.134 -0.161 0.084
O 0.3881 6.7734 -2.2860 -1.014 -0.119 -0.061 -0.187
H 1.8147 6.4283 -3.6392 0.029 -0.470 -0.541 0.146
H -0.8278 3.1169 4.2985 0.191 -0.145 -0.086 0.108
H -4.6822 -0.8189 -2.2698 -0.076 -0.278 -0.302 0.162
H 5.5384 -0.7492 -2.1700 0.163 0.533 -0.368 0.106
H 0.2867 4.8509 -0.7161 0.623 -0.247 0.775 0.112
C 0.3379 4.2091 2.2024 0.181 1.341 -0.976 -0.501
H -3.1666 2.1467 0.4124 0.410 0.320 0.047 0.066
H 3.3112 -0.2658 2.0213 -0.045 -0.586 0.123 0.082
H 3.2111 -2.4864 3.3131 -0.009 -0.044 0.576 0.161
H -1.9052 -5.0301 0.7294 0.094 -0.128 -0.404 0.105
H 7.4537 -1.4462 6.6149 0.020 -0.067 -0.237 0.104
H -2.2833 -8.2871 2.0644 -0.017 0.034 -0.169 0.154
H 0.0085 5.4026 6.0859 -0.271 0.264 0.115 0.088
H -2.0091 -0.0671 2.9685 0.668 -0.409 0.685 0.152
H 0.2141 5.6671 -3.9841 -0.043 0.071 -0.027 0.147
F 2.6652 4.1351 2.8173 -0.101 0.520 -0.607 0.150
H 5.3133 1.1500 0.3809 -0.300 0.060 0.053 0.118
C 1.2716 7.3295 -1.3453 1.155 -0.432 0.934 -0.092
C 5.3861 1.8555 -0.4540 0.033 0.849 -0.143 -0.181
N 5.4873 1.7404 -2.9651 -0.259 -1.010 -0.558 0.238
F 2.3931 0.9270 -5.7997 -0.169 -0.009 0.273 -0.241
C 0.4425 -5.1760 -2.5420 0.539 -0.416 -0.394 -0.194
O -6.1524 -1.6135 -3.8022 -0.283 0.156 0.637 -0.193
H 2.9134 0.0416 3.7373 0.035 -0.422 0.160 0.092
H -1.5823 5.4470 5.2972 -0.063 -0.092 -0.139 0.064
H 2.5119 -3.5283 -2.9152 -0.170 -0.172 0.016 0.165
C -3.5071 -1.3080 2.5319 0.538 -0.552 0.243 -0.281
N 4.2281 -2.5474 3.3399 0.107 -0.380 -1.500 0.236
H 6.4624 2.0161 -0.6219 0.034 -0.232 -0.028 0.145
H 1.0751 -7.7492 -3.0544 0.045 -0.164 0.167 0.106
H -3.2847 -3.2926 1.4797 0.020 0.529 -0.290 0.049
C 6.4880 -1.9523 6.5956 -0.125 0.405 0.842 -0.054
C -0.9413 -6.8269 1.2756 1.043 0.270 -0.062 -0.308
H -5.0318 -6.8322 2.4558 0.232 0.101 0.122 0.097
C 1.6935 3.4631 -3.4847 0.306 0.131 -0.878 -0.031
C 3.7197 -0.1623 3.0336 0.492 1.236 -0.625 -0.049
H -6.8296 -0.8564 -5.5708 -0.101 0.419 -0.059 0.101
O 1.6216 -5.7739 -3.0315 0.296 0.331 0.587 -0.183
C 4.8059 -1.1487 3.4472 -1.351 0.951 0.258 -0.291
C 4.6621 -0.2181 -1.7933 -0.350 -0.373 0.456 -0.043
C -3.7443 -2.7812 2.3206 -0.583 -0.708 1.098 -0.034
H -1.8060 -0.3339 -4.5353 -0.136 0.233 -0.362 0.086
O -2.9635 -2.8341 -0.8042 0.426 0.035 0.089 -0.071
C -0.7930 4.7955 5.6652 0.829 -0.474 0.286 -0.057
H 2.1181 3.8631 -4.4100 0.025 -0.055 0.016 0.105
H -0.4473 3.4812 1.9026 -0.057 -0.323 0.564 0.142
H 5.9560 4.1664 1.2641 0.432 -0.615 -0.663 0.106
H -0.4856 -4.1093 -4.8923 0.164 -0.055 -0.419 0.108
H 6.4973 1.7847 -2.8232 -0.053 0.523 0.042 0.173
C 0.3385 -7.2866 1.9364 0.598 0.323 0.329 -0.032
F 1.6399 -0.4254 -0.5660 0.066 0.178 0.331 -0.250
C -3.9659 -0.8525 3.9040 -0.385 -1.348 0.528 -0.217
H 3.7442 1.7049 -1.9300 -0.220 0.094 0.929 0.125
H -4.2550 0.1113 -4.6675 -0.164 0.196 0.556 0.149
H -3.4609 -3.2892 3.2546 0.305 -0.049 -0.148 0.093
C -3.8238 5.2715 1.0649 -1.843 0.248 -1.148 -0.219
H -4.4864 -2.7627 -3.8677 -0.425 -0.366 -0.186 0.117
H -3.5897 -1.5344 4.6873 0.565 0.202 -0.114 0.146
H 0.8093 3.5431 4.9435 -0.168 -0.306 0.159 0.113
N 1.6876 -3.0667 -2.5075 0.634 -0.716 -0.810 0.223
H -0.4556 4.2644 -2.0266 -0.120 -0.401 0.209 0.163
O 0.4068 5.2342 1.3453 -0.473 -0.146 -1.001 -0.193
H -4.7206 5.4233 0.4294 0.416 -0.098 -0.561 0.146
H 2.3669 4.8453 -1.9824 -0.028 -0.027 0.099 0.150
H -1.1800 4.1624 6.4651 -0.077 0.111 0.033 0.080
N 0.4267 4.2021 -1.5116 -0.499 0.639 -1.097 0.228
C -2.5332 -1.1058 -4.7986 0.543 -0.625 0.627 -0.025
C -4.3575 1.1908 4.9874 -0.534 0.884 1.102 -0.070
O -3.1699 -6.4980 1.4763 -0.655 0.100 0.466 -0.223
F 4.3345 -0.1209 -4.8801 0.052 -0.212 0.370 -0.284
H -3.0869 -1.2586 -2.2400 -0.052 -0.234 -0.258 0.104
H -0.3713 -3.1536 -2.6673 -0.158 -0.339 0.140 0.112
H 2.8127 -7.4032 -2.9001 -0.020 -0.045 -0.040 0.102
H 4.5255 -0.6857 -0.8167 -0.494 0.255 0.049 0.071
F -0.0330 0.6417 0.9423 -0.215 -0.004 0.162 -0.221
O 5.9501 -2.0447 5.2800 0.279 -0.207 -0.442 -0.199
F 0.3302 1.4997 -1.3542 -0.305 0.012 0.221 -0.224
H 5.0907 2.5611 -3.4240 0.443 0.396 0.375 0.171
H 4.5654 -3.2410 4.0173 0.227 0.432 0.374 0.175
H -5.0338 -1.0786 4.0220 -0.208 0.886 -0.415 0.155
H -4.5862 3.0280 -0.0569 -0.144 0.035 0.201 0.101
H -1.4475 -1.7157 3.0352 -0.091 0.166 0.385 0.165
H 1.7620 -7.2055 -1.4873 -0.093 0.185 -0.001 0.075
F -1.7760 0.1774 -0.7673 -0.018 0.509 0.291 -0.236
O -2.7088 -3.7366 -2.7511 0.382 0.380 0.121 -0.010
H 0.3568 -8.3580 2.1324 -0.284 -0.057 -0.256 0.109
H 5.3589 1.0044 -3.6881 -0.235 0.011 0.070 0.126
C 1.8189 -7.1051 -2.5791 -0.093 -0.110 -0.468 -0.062
H -3.2591 7.1218 -1.0854 -0.240 0.317 0.353 0.108
H -5.0848 -2.2104 -5.4568 0.293 0.205 -0.081 0.149
H -4.8153 -2.9968 2.3034 -0.014 0.218 -0.389 0.113
C 5.0136 3.6331 1.0855 -0.221 1.473 0.694 -0.097
C -2.5054 6.9024 -0.3272 0.082 -0.046 -0.813 -0.017
F -0.3753 -1.6359 0.0397 0.067 0.274 0.295 -0.283
H 4.3118 -0.9127 5.5396 -0.178 0.368 -0.264 0.145
H 0.4485 -6.8319 2.9285 -0.012 0.080 -0.081 0.091
H -4.9880 -6.6276 0.6655 -0.184 0.359 0.329 0.099
H 0.7997 2.9202 -3.7974 -0.169 0.178 0.153 0.098
```
Forces are in eV/Å.

Molecular formula: C2H5ClS
Method: DFT, the ωB97M-V functional and the def2-TZVPD basis

The SMILES is CSCCl. The value obtained for the lowest unoccupied orbital energy is 0.9 eV. The calculation puts the energy above the lowest of the compared OMol25 structures with the same formula, charge and spin at 65.7 kJ/mol. As for the electronic energy: -937.5332 a.u.

Geometry as XYZ:
```
9
Properties=species:S:1:pos:R:3:forces:R:3:nbo_charge:R:1
H -1.1826 1.9877 -0.6300 0.061 0.462 -0.262 0.220
C -1.0202 0.9374 -0.7603 -1.134 -2.770 2.034 -0.477
H -2.0275 0.3500 -0.9338 2.084 1.269 0.762 0.227
H 1.8979 -0.5900 1.2351 1.304 0.492 -0.311 0.222
H 0.8422 -1.0583 -0.1274 0.720 -0.951 -3.676 0.226
H 0.6939 -1.7522 1.3865 -0.825 -0.738 0.615 0.214
Cl 0.0144 0.4955 -2.0766 0.406 0.214 -0.443 -0.013
S -0.1761 0.5050 1.0535 -1.547 1.066 -1.071 0.107
C 0.9580 -0.8751 0.8530 -1.070 0.955 2.352 -0.726
```
Forces are in eV/Å.